129
Properties=species:S:1:pos:R:3:forces:R:3:lowdin_charge:R:1 method="wB97M-V/def2-TZVPD" total_energy_ev=-150501.9742 charge=+1 largest_force_ev_per_a=8.9
C -1.97545 1.13483 3.27900 -1.02 0.77 0.61 -0.076
C -2.68703 1.69758 1.91403 -4.25 0.62 -0.96 -0.290
N -4.07543 1.86106 1.82987 6.24 -0.43 -0.13 0.078
C -1.86042 2.17162 0.53882 -0.29 -0.11 0.26 -0.114
C -0.23413 2.17157 0.73102 3.59 2.79 0.72 -0.002
C 0.49236 3.62371 1.14118 -0.44 -3.09 -1.15 -0.058
C -0.33198 5.02347 1.41558 0.29 -0.13 0.83 -0.145
C -0.36015 5.19794 3.07999 3.71 -5.47 3.14 -0.721
O 0.25946 4.24741 3.83272 -3.98 6.27 -4.99 -0.157
I -1.30338 6.86405 4.14053 0.64 -1.18 -1.10 0.830
N 2.02351 3.76820 1.30264 -0.47 -4.01 -0.19 -0.127
P 2.83982 5.32892 1.68605 4.77 0.96 -4.29 0.828
O 3.72728 5.71268 0.41336 -3.35 -1.26 4.35 -0.454
C 2.98888 2.57448 1.14295 -2.32 -1.81 -0.10 -0.017
C 4.61259 2.63279 1.34302 0.48 0.28 -0.70 -0.159
C 5.25849 2.81252 -0.18912 -0.50 0.96 -0.90 -0.254
C 6.41824 3.98560 -0.22080 0.42 -1.34 1.54 -0.605
Br 6.50184 4.95453 -1.98481 -0.09 -0.90 1.44 0.553
C 2.40225 1.06120 0.73287 -0.08 0.92 0.17 -0.004
C 3.48844 -0.19317 0.51855 -3.47 -2.21 -0.77 0.019
C 2.93462 -1.69130 0.14751 -2.57 4.26 0.80 -0.006
C 1.30326 -1.85829 0.02032 1.03 3.06 0.78 0.046
C 0.21339 -0.60279 0.22205 2.79 -1.52 -0.02 -0.071
C -1.34467 -1.06915 0.05864 -4.17 -1.11 -0.82 -0.163
C -2.09532 -1.06866 -1.43627 -1.47 -0.89 2.51 -0.028
C -3.64710 -1.56075 -1.64914 1.44 -0.13 4.05 -0.050
C -4.54919 -2.06759 -0.36347 4.25 1.13 0.95 -0.026
C -3.84912 -2.10466 1.14867 2.54 1.49 -3.83 -0.030
C -2.28595 -1.61965 1.30620 -0.99 0.14 -2.91 -0.035
C 0.77590 0.89414 0.56288 0.23 -1.03 -0.22 -0.005
H -2.36034 1.83544 4.16558 0.80 -1.46 -2.00 0.100
H -2.37311 0.05005 3.56174 0.99 2.44 -0.89 0.079
H -0.80561 1.21544 3.29475 -2.34 -0.33 -0.36 0.078
H -4.31580 2.26657 0.87604 0.51 -0.66 1.26 0.041
H -2.23154 1.50537 -0.38141 1.21 1.15 2.23 0.124
H -2.32573 3.24091 0.28249 1.59 -2.16 0.65 0.118
H 0.15634 5.97360 0.88207 -0.98 -2.16 1.27 0.129
H -1.44921 5.02784 1.09363 2.10 -0.42 0.42 0.116
H 3.77709 5.10281 2.79554 -1.49 -0.17 -0.62 0.051
H 1.97121 6.38260 2.11596 -0.08 -1.06 -0.10 0.031
H 5.06583 1.65877 1.86585 -1.62 2.10 -1.16 0.133
H 5.02763 3.52713 1.96508 -1.25 -1.54 -1.07 0.085
H 4.38694 3.17211 -0.91917 1.92 -0.87 1.62 0.114
H 5.70475 1.81141 -0.61239 -0.99 1.94 0.96 0.116
H 6.24589 4.77882 0.63218 0.26 -1.53 -2.01 0.067
H 7.45115 3.41810 -0.03199 -2.15 1.62 -0.59 0.091
H 4.65642 -0.06559 0.60517 -2.81 -0.03 -0.13 0.094
H 3.63325 -2.63504 -0.02496 -1.53 2.40 0.54 0.112
H 0.91967 -2.96393 -0.21706 0.62 2.89 0.58 0.123
H -1.46021 -0.68542 -2.37107 -1.62 -0.98 2.26 0.102
H -4.15072 -1.56690 -2.71109 1.30 0.11 2.36 0.092
H -5.66334 -2.41954 -0.48787 2.44 0.80 0.20 0.084
H -4.42430 -2.46424 2.10607 1.24 0.81 -2.22 0.093
H -1.77425 -1.66634 2.35900 -1.16 0.03 -2.28 0.082
C -6.73775 3.47777 -3.94907 -0.13 0.11 0.04 -0.075
C -5.76975 2.33775 -3.68674 -0.06 0.11 0.03 -0.275
O -5.60678 2.03660 -2.30224 0.27 0.01 0.10 -0.182
C -6.77605 1.63481 -1.59565 0.00 -0.09 -0.03 -0.275
C -7.41572 0.37365 -2.15037 -0.09 -0.03 -0.15 -0.078
H -6.42346 4.38050 -3.41296 0.01 -0.13 -0.14 0.084
H -6.78056 3.70330 -5.02006 0.07 -0.02 0.18 0.081
H -7.75022 3.23675 -3.61713 0.03 -0.03 -0.09 0.066
H -4.78130 2.62225 -4.06296 -0.04 -0.08 0.25 0.106
H -6.06183 1.43757 -4.23715 -0.09 0.00 0.00 0.107
H -7.49540 2.45875 -1.55565 -0.06 -0.03 -0.07 0.109
H -6.46718 1.44525 -0.56196 0.16 0.09 -0.18 0.110
H -7.77433 0.51548 -3.17261 -0.05 0.02 0.07 0.070
H -8.27277 0.07902 -1.53712 0.13 0.01 -0.03 0.084
H -6.69450 -0.44883 -2.16540 -0.05 0.07 0.08 0.058
C 3.81248 -6.83763 2.10552 -0.12 -0.02 0.13 -0.081
C 4.87810 -5.95690 1.47762 -0.02 -0.03 0.07 -0.279
O 4.91734 -4.63768 2.01818 -0.12 0.20 -0.26 -0.187
C 5.18937 -4.52795 3.41169 0.14 -0.06 0.08 -0.281
C 6.53543 -5.10593 3.81352 0.07 -0.10 -0.07 -0.076
H 2.82424 -6.37361 2.00974 0.14 -0.08 -0.03 0.080
H 3.78889 -7.81672 1.61506 0.01 0.17 0.06 0.081
H 3.99467 -7.00100 3.17017 0.03 -0.07 -0.08 0.068
H 4.66151 -5.85038 0.40932 0.07 0.21 0.16 0.115
H 5.86633 -6.42293 1.54694 -0.03 -0.03 0.06 0.108
H 4.37693 -4.97651 3.99192 0.02 -0.07 0.01 0.106
H 5.18276 -3.45847 3.64840 -0.09 -0.09 -0.25 0.115
H 6.58715 -6.18170 3.62982 -0.02 0.05 0.09 0.069
H 6.71735 -4.94347 4.88027 -0.01 0.01 -0.14 0.082
H 7.34180 -4.63522 3.24340 -0.06 -0.02 0.12 0.080
C -1.86140 4.68672 -5.19742 0.10 0.11 0.15 -0.084
C -2.93285 4.42661 -6.24137 -0.11 0.13 0.03 -0.279
O -4.06014 5.29292 -6.12813 -0.06 -0.19 0.08 -0.173
C -3.80826 6.68769 -6.26626 -0.03 0.01 -0.12 -0.278
C -3.21607 7.06590 -7.61299 0.12 -0.06 -0.10 -0.080
H -2.28120 4.61058 -4.18793 0.02 -0.04 -0.14 0.076
H -1.04887 3.95870 -5.29486 -0.12 0.08 0.00 0.078
H -1.42973 5.68528 -5.29705 0.04 -0.08 -0.04 0.066
H -3.30897 3.40612 -6.11240 -0.18 0.22 -0.04 0.110
H -2.51818 4.47684 -7.25336 0.07 0.04 0.03 0.108
H -3.17880 7.04144 -5.44373 0.09 0.02 -0.02 0.104
H -4.77389 7.19251 -6.15414 0.05 -0.30 0.06 0.120
H -2.23263 6.61509 -7.76572 -0.01 0.09 0.02 0.066
H -3.09736 8.15123 -7.68639 -0.05 -0.13 0.02 0.080
H -3.86382 6.72696 -8.42686 0.03 0.07 0.11 0.084
C -8.30585 -5.71490 0.05621 0.11 -0.10 -0.11 -0.081
C -8.99883 -4.37762 0.24842 0.04 -0.03 -0.01 -0.276
O -8.53933 -3.36487 -0.64448 0.18 0.17 0.09 -0.184
C -8.70809 -3.61763 -2.03572 -0.11 0.01 0.00 -0.283
C -10.15848 -3.80705 -2.44546 -0.13 -0.08 0.06 -0.077
H -7.22021 -5.60369 0.15688 -0.15 -0.01 0.04 0.079
H -8.65489 -6.43642 0.80273 0.05 0.13 -0.10 0.081
H -8.50060 -6.13598 -0.93280 -0.05 -0.03 0.09 0.067
H -8.79278 -4.01736 1.26196 0.02 0.17 -0.25 0.118
H -10.08604 -4.48224 0.17340 0.02 -0.06 -0.05 0.108
H -8.09561 -4.47149 -2.34184 -0.06 -0.08 -0.01 0.106
H -8.30627 -2.74565 -2.56303 0.03 -0.02 0.28 0.107
H -10.60291 -4.68628 -1.97307 0.04 0.01 -0.09 0.068
H -10.23470 -3.93973 -3.52898 0.03 0.04 0.13 0.081
H -10.75697 -2.93877 -2.15435 0.09 -0.06 -0.06 0.084
C 12.56408 -5.02847 5.02162 0.04 0.03 0.18 -0.082
C 11.56077 -4.86341 3.89395 0.00 0.00 0.08 -0.277
O 10.36876 -4.18625 4.28719 -0.16 -0.03 -0.03 -0.176
C 10.52267 -2.85827 4.77780 0.02 -0.07 -0.09 -0.281
C 11.14283 -1.90758 3.76835 0.15 0.01 -0.10 -0.084
H 12.10790 -5.55318 5.86879 0.06 0.04 -0.17 0.084
H 13.43159 -5.60304 4.67957 -0.15 0.08 0.04 0.080
H 12.92472 -4.06534 5.38997 0.06 -0.05 -0.07 0.066
H 11.25584 -5.85631 3.54657 -0.19 0.23 0.07 0.119
H 12.01385 -4.36121 3.03308 0.06 0.04 0.04 0.105
H 11.08823 -2.86462 5.71483 0.08 0.04 -0.03 0.106
H 9.51846 -2.49844 5.02668 0.05 -0.28 -0.06 0.115
H 12.16255 -2.20038 3.50728 -0.04 0.07 0.06 0.067
H 11.18413 -0.89266 4.17536 -0.03 -0.11 -0.03 0.077
H 10.55758 -1.89251 2.84418 0.02 0.01 0.10 0.080